{"formula": "C40H69ClI2N3O22PS", "method": "ωB97M-V/def2-TZVPD", "elements": ["C", "N", "C", "C", "N", "C", "C", "C", "C", "O", "C", "I", "C", "P", "S", "C", "I", "C", "N", "C", "Cl", "H", "H", "H", "H", "H", "H", "H", "H", "H", "H", "H", "H", "H", "C", "C", "O", "C", "O", "O", "C", "H", "H", "H", "H", "H", "H", "H", "H", "C", "C", "O", "C", "O", "O", "C", "H", "H", "H", "H", "H", "H", "H", "H", "C", "C", "O", "C", "O", "O", "C", "H", "H", "H", "H", "H", "H", "H", "H", "C", "C", "O", "C", "O", "O", "C", "H", "H", "H", "H", "H", "H", "H", "H", "C", "C", "O", "C", "O", "O", "C", "H", "H", "H", "H", "H", "H", "H", "H", "C", "C", "O", "C", "O", "O", "C", "H", "H", "H", "H", "H", "H", "H", "H", "C", "C", "O", "C", "O", "O", "C", "H", "H", "H", "H", "H", "H", "H", "H"], "xyz": [[6.14309, 1.61328, -0.46958], [6.82275, 2.61782, 0.37684], [6.15737, 2.87481, 1.66231], [4.64111, 2.61649, 1.63709], [3.93979, 3.39583, 0.85435], [2.59797, 3.12740, 0.80838], [1.78831, 3.92841, -0.06456], [2.50194, 5.03634, -0.83770], [2.50080, 6.41162, -0.07895], [1.37617, 7.19427, -0.42840], [0.44271, 3.67277, -0.17479], [-0.70839, 4.86659, -1.51705], [-0.13942, 2.58577, 0.59065], [-1.93819, 2.20837, 0.39740], [-2.25222, 0.44028, -0.39187], [0.64584, 1.85218, 1.43027], [-0.23238, 0.29503, 2.57537], [2.05133, 2.08955, 1.56524], [2.74444, 1.28396, 2.42542], [4.00136, 1.58939, 2.41383], [5.03358, 0.61918, 3.47489], [5.82804, 0.71832, 0.07985], [5.32409, 2.09230, -1.02977], [6.87879, 1.27745, -1.21957], [6.86273, 3.46102, -0.18302], [6.66579, 2.34434, 2.47195], [6.24412, 3.95734, 1.85186], [3.56082, 4.78141, -0.98513], [2.06688, 5.10036, -1.84368], [2.44805, 6.20360, 0.99640], [3.44790, 6.90925, -0.35085], [1.44066, 7.47939, -1.34597], [-2.58176, 2.36622, 1.65212], [-2.56920, 3.12895, -0.45937], [9.13535, 4.28554, 8.27314], [10.06980, 3.17168, 7.84840], [9.38344, 1.91540, 7.75962], [8.62735, 1.74946, 6.67497], [8.48303, 2.54351, 5.78122], [8.03972, 0.55435, 6.75781], [7.12198, 0.28837, 5.69655], [8.62445, 4.02256, 9.20080], [9.68800, 5.21354, 8.42204], [8.36618, 4.46187, 7.52140], [10.84706, 3.04034, 8.59995], [10.56592, 3.40080, 6.90468], [7.59162, 0.42642, 4.72423], [6.24940, 0.93026, 5.79393], [6.80651, -0.74873, 5.78849], [-8.27620, 4.56725, 1.36262], [-7.85144, 3.77435, 0.14364], [-6.59868, 3.10919, 0.36148], [-6.65396, 2.00872, 1.10832], [-7.64663, 1.53269, 1.59952], [-5.40905, 1.53544, 1.23995], [-5.30842, 0.40539, 2.10529], [-7.48521, 5.25477, 1.66699], [-9.18177, 5.13698, 1.15230], [-8.47388, 3.91062, 2.20970], [-7.69416, 4.45033, -0.69569], [-8.61546, 3.05652, -0.15645], [-5.99838, -0.38198, 1.80727], [-5.49688, 0.70963, 3.13241], [-4.29410, 0.01654, 2.04004], [-4.67261, 6.68361, 7.09677], [-3.71782, 5.59433, 6.65407], [-4.37252, 4.32035, 6.57936], [-5.14549, 4.13385, 5.50969], [-5.32771, 4.92306, 4.61882], [-5.69936, 2.92340, 5.60422], [-6.63161, 2.63022, 4.56210], [-5.15793, 6.40811, 8.03447], [-4.14173, 7.62596, 7.23433], [-5.46086, 6.83900, 6.36036], [-2.92259, 5.48410, 7.39012], [-3.24668, 5.83568, 5.70052], [-6.18821, 2.77866, 3.58046], [-7.52248, 3.24737, 4.67653], [-6.92097, 1.58699, 4.65527], [-1.28881, -0.34150, -4.49569], [-0.57107, -1.08964, -3.39229], [0.12548, -2.23888, -3.90724], [1.27035, -1.98450, -4.53461], [1.76672, -0.90085, -4.69898], [1.76837, -3.14855, -4.97484], [2.95372, -3.00935, -5.75807], [-1.94460, -1.01406, -5.05256], [-1.88353, 0.47268, -4.08087], [-0.58225, 0.08010, -5.21119], [-1.30164, -1.46592, -2.67800], [0.11357, -0.44214, -2.84440], [3.71297, -2.43440, -5.23072], [2.71398, -2.53879, -6.71121], [3.34682, -4.00501, -5.94968], [-6.72053, -2.61582, -8.63148], [-7.08051, -1.44820, -7.73614], [-7.24192, -1.86184, -6.37306], [-6.10994, -2.08058, -5.70165], [-4.99373, -1.95466, -6.13507], [-6.43004, -2.48490, -4.47213], [-5.30532, -2.85262, -3.67117], [-7.45057, -3.41958, -8.52285], [-6.68860, -2.30279, -9.67551], [-5.74683, -3.02814, -8.36767], [-8.04017, -1.03446, -8.04345], [-6.34409, -0.64672, -7.80516], [-4.56595, -2.05369, -3.63911], [-4.86113, -3.77121, -4.05420], [-5.66223, -3.03513, -2.66086], [-3.78941, -10.04543, -1.84978], [-4.25920, -9.24394, -3.04618], [-4.01837, -7.84207, -2.86654], [-2.75582, -7.44848, -3.04696], [-1.82941, -8.15472, -3.34754], [-2.69525, -6.13628, -2.81450], [-1.37181, -5.59612, -2.87755], [-4.23634, -9.65937, -0.93214], [-4.05903, -11.09594, -1.96231], [-2.70786, -9.98010, -1.73280], [-5.33687, -9.35469, -3.15978], [-3.79752, -9.59320, -3.97042], [-0.88566, -5.84768, -3.81791], [-0.78290, -5.95711, -2.03465], [-1.45431, -4.51433, -2.80730], [7.59962, -5.94032, -0.46711], [6.80938, -6.56563, -1.59802], [5.43177, -6.16983, -1.55778], [5.17407, -4.94020, -2.00362], [5.98159, -4.15778, -2.43490], [3.86564, -4.71793, -1.87298], [3.46350, -3.39433, -2.22780], [7.13025, -6.15932, 0.49338], [8.62186, -6.31952, -0.45830], [7.63760, -4.85565, -0.56651], [6.81680, -7.64972, -1.49313], [7.24388, -6.33036, -2.57024], [3.80370, -3.13160, -3.22477], [3.84292, -2.68241, -1.49454], [2.37682, -3.36053, -2.21312]], "forces_ev_per_a": [[0.9, 0.4, -0.7], [-0.5, -0.6, 0.0], [-0.3, 0.7, -0.2], [0.7, 0.4, 0.1], [-0.3, -0.8, 0.7], [0.2, 0.4, -0.4], [0.3, 0.6, -0.6], [0.3, -0.1, 0.4], [0.0, -0.9, -1.2], [0.0, 0.3, 0.5], [0.2, -0.4, 0.3], [0.2, -0.5, 0.3], [-0.7, 1.4, -0.6], [-0.6, -1.5, -0.5], [0.0, 0.1, -0.1], [-0.3, -0.5, 0.3], [0.5, 0.4, 0.0], [-1.8, -0.6, 0.1], [1.0, 1.3, -1.0], [0.7, -0.8, 0.8], [-0.6, 0.3, -0.6], [-0.1, 0.4, 0.0], [-0.2, -0.6, 0.3], [-0.3, 0.0, 0.2], [0.0, 0.1, 0.3], [-0.2, 0.0, -0.2], [0.1, -0.4, 0.2], [-0.4, -0.2, 0.2], [0.0, 0.3, 0.3], [0.1, 0.3, -0.2], [-0.3, 0.1, 0.4], [0.1, -0.1, 0.1], [0.5, 0.3, -0.2], [0.5, 0.3, 0.6], [-0.3, 0.0, -0.1], [0.2, 0.5, 0.1], [0.1, -0.1, 0.0], [-0.1, 0.1, 0.2], [0.0, 0.0, 0.0], [0.1, 0.0, 0.0], [-0.1, -0.2, 0.0], [0.1, 0.0, 0.1], [0.0, 0.0, 0.0], [0.1, 0.0, -0.1], [-0.1, -0.3, 0.0], [-0.2, -0.1, -0.1], [0.0, 0.1, 0.1], [0.1, 0.1, 0.0], [0.1, 0.0, 0.2], [0.1, -0.1, 0.3], [-0.4, 0.3, 0.0], [0.1, -0.1, -0.2], [0.1, 0.1, 0.0], [0.1, 0.0, -0.1], [-0.1, 0.1, 0.0], [0.2, -0.4, 0.2], [0.0, 0.1, -0.1], [0.0, 0.0, 0.0], [-0.1, 0.0, -0.1], [0.3, -0.1, 0.0], [0.1, -0.1, 0.1], [-0.1, 0.1, 0.0], [-0.1, -0.1, 0.0], [0.0, 0.2, -0.3], [-0.3, 0.0, -0.1], [0.2, 0.5, 0.1], [0.1, -0.1, 0.0], [-0.1, 0.0, 0.2], [0.0, 0.0, -0.1], [0.1, 0.0, 0.0], [-0.3, -0.1, -0.1], [0.1, 0.0, 0.1], [0.0, 0.0, 0.0], [0.1, 0.0, -0.1], [-0.1, -0.3, 0.0], [-0.2, -0.1, -0.1], [0.0, 0.2, 0.1], [0.1, 0.1, -0.1], [0.1, 0.0, 0.2], [0.1, 0.0, -0.3], [-0.4, 0.5, 0.1], [0.1, -0.2, 0.2], [-0.3, -0.1, -0.2], [0.1, 0.0, 0.1], [0.0, 0.1, 0.1], [0.2, -0.1, -0.3], [-0.1, 0.0, 0.1], [0.0, -0.1, 0.1], [0.0, 0.0, 0.1], [0.2, -0.2, 0.0], [0.1, -0.1, -0.1], [-0.1, 0.1, -0.1], [0.1, 0.1, 0.1], [-0.2, -0.1, 0.1], [0.2, -0.2, 0.1], [0.0, 0.0, -0.5], [-0.1, 0.1, 0.1], [-0.1, -0.2, -0.1], [0.0, 0.1, 0.0], [0.0, 0.1, 0.0], [0.2, -0.1, 0.3], [-0.1, 0.1, -0.1], [0.0, 0.0, 0.0], [0.0, 0.1, 0.0], [-0.1, 0.0, 0.3], [0.1, -0.1, 0.1], [0.0, 0.0, -0.1], [0.1, 0.1, 0.0], [-0.2, 0.0, -0.1], [0.2, 0.1, 0.2], [-0.1, -0.5, 0.0], [-0.1, 0.1, -0.1], [-0.1, 0.0, 0.2], [0.0, 0.0, -0.1], [0.0, 0.0, -0.1], [0.3, 0.3, 0.0], [-0.1, -0.1, -0.1], [0.0, 0.0, 0.0], [0.0, 0.0, -0.1], [0.0, 0.3, 0.0], [0.1, 0.1, 0.1], [0.0, -0.1, 0.1], [0.0, -0.1, -0.1], [-0.2, 0.0, 0.0], [-0.1, 0.3, 0.1], [0.5, -0.1, 0.1], [-0.1, -0.1, -0.1], [0.0, 0.0, 0.2], [0.0, 0.0, -0.1], [0.0, 0.0, -0.1], [-0.2, 0.3, 0.1], [0.0, -0.1, 0.0], [0.0, 0.0, 0.0], [0.0, 0.0, -0.1], [-0.3, 0.0, 0.0], [-0.1, 0.2, 0.0], [0.2, 0.0, 0.1], [0.1, 0.0, -0.1], [0.0, -0.3, 0.1]], "mulliken_charge": [-0.7685, -0.3272, -0.8417, -0.1266, -0.2472, -0.1196, 0.4659, -1.1983, -0.5271, -0.5179, -1.1088, 0.0898, 1.4228, 0.3481, -0.3019, -0.6156, 0.1292, 0.6213, -0.4883, 0.5677, -0.2185, 0.2788, 0.1982, 0.3303, 0.3256, 0.3751, 0.3152, 0.2432, 0.6622, 0.3416, 0.2891, 0.3394, 0.1223, -0.1124, -1.0873, -0.1694, -0.3909, 0.7630, -0.5662, -0.3411, -0.7060, 0.2943, 0.3520, 0.3044, 0.2943, 0.3070, 0.3394, 0.3421, 0.2786, -1.0086, -0.2137, -0.3861, 0.6713, -0.5863, -0.0361, -0.6146, 0.2660, 0.4010, 0.2239, 0.3253, 0.3050, 0.3486, 0.2184, 0.1939, -1.1024, -0.1598, -0.3816, 0.7308, -0.5643, -0.3682, -0.5496, 0.2972, 0.3558, 0.3083, 0.2953, 0.2999, 0.0301, 0.3910, 0.3641, -1.2519, 0.0554, -0.1310, 0.6243, -0.5894, -0.2278, -0.7838, 0.3447, 0.3253, 0.3738, 0.0916, 0.2989, 0.3487, 0.2961, 0.2384, -1.0901, -0.1656, -0.3827, 0.7788, -0.5514, -0.3441, -0.5973, 0.2931, 0.3517, 0.3069, 0.2939, 0.3007, 0.2476, 0.2961, 0.2535, -1.1051, -0.1804, -0.3568, 0.7171, -0.5566, -0.2367, -0.6147, 0.2910, 0.3595, 0.3144, 0.2874, 0.3142, 0.3435, 0.3341, 0.0799, -1.0953, -0.1705, -0.3697, 0.7659, -0.5667, -0.3198, -0.3233, 0.2923, 0.3550, 0.3124, 0.2883, 0.3042, 0.0188, 0.3594, 0.1384], "homo_energy_ha": -0.305, "fmax_ev_per_a": 1.9, "charge": 0, "de_lowest_kcal_mol": 12.6, "total_energy_ev": -140962.7650, "smiles": "CNCc1nc2c(CCO)c(I)c([PH2]=S)c(I)c2nc1Cl.CCOC(=O)OC.CCOC(=O)OC.CCOC(=O)OC.CCOC(=O)OC.CCOC(=O)OC.CCOC(=O)OC.CCOC(=O)OC", "lumo_energy_ev": -1.172, "orbital_gap_ev": 7.13}